{"formula": "C40H120O20", "method": "ωB97M-V/def2-TZVPD", "elements": ["C", "C", "O", "H", "H", "H", "H", "H", "H", "C", "C", "O", "H", "H", "H", "H", "H", "H", "C", "C", "O", "H", "H", "H", "H", "H", "H", "C", "C", "O", "H", "H", "H", "H", "H", "H", "C", "C", "O", "H", "H", "H", "H", "H", "H", "C", "C", "O", "H", "H", "H", "H", "H", "H", "C", "C", "O", "H", "H", "H", "H", "H", "H", "C", "C", "O", "H", "H", "H", "H", "H", "H", "C", "C", "O", "H", "H", "H", "H", "H", "H", "C", "C", "O", "H", "H", "H", "H", "H", "H", "C", "C", "O", "H", "H", "H", "H", "H", "H", "C", "C", "O", "H", "H", "H", "H", "H", "H", "C", "C", "O", "H", "H", "H", "H", "H", "H", "C", "C", "O", "H", "H", "H", "H", "H", "H", "C", "C", "O", "H", "H", "H", "H", "H", "H", "C", "C", "O", "H", "H", "H", "H", "H", "H", "C", "C", "O", "H", "H", "H", "H", "H", "H", "C", "C", "O", "H", "H", "H", "H", "H", "H", "C", "C", "O", "H", "H", "H", "H", "H", "H", "C", "C", "O", "H", "H", "H", "H", "H", "H"], "coordinates": [[-1.2260, -0.2462, 5.1075], [0.2090, -0.5763, 4.7048], [1.0498, -0.8123, 5.8496], [-1.9209, -0.2599, 4.2678], [-1.4107, 0.7155, 5.5861], [-1.6858, -1.0498, 5.6827], [0.7050, 0.1743, 4.0894], [0.1128, -1.4821, 4.1061], [1.2719, -1.7462, 5.8578], [-1.5464, -0.0001, -7.3738], [-1.8240, -0.8123, -6.0766], [-2.5727, -1.9083, -6.5085], [-2.5236, 0.3088, -7.7451], [-0.9640, -0.6258, -8.0501], [-1.0862, 0.9815, -7.2610], [-2.3928, -0.2236, -5.3569], [-0.9273, -1.0888, -5.5220], [-2.8068, -2.4079, -5.7228], [5.0209, -1.5800, 1.6171], [3.5920, -1.0939, 1.1247], [2.8143, -0.9422, 2.3180], [5.4149, -0.9326, 2.4005], [5.7675, -1.6248, 0.8243], [4.9591, -2.5819, 2.0420], [3.0974, -1.7989, 0.4566], [3.5341, -0.1687, 0.5513], [2.7568, -0.0246, 2.5942], [0.2401, 3.1436, -3.1100], [-0.2121, 4.4936, -3.5782], [0.5926, 5.0169, -4.6550], [0.1641, 2.3914, -3.8952], [-0.3627, 2.8272, -2.2588], [1.2933, 3.2465, -2.8487], [-0.1718, 5.1761, -2.7292], [-1.2335, 4.3326, -3.9231], [0.0600, 5.7051, -5.0604], [1.1136, 3.3736, 3.2055], [2.2445, 3.2414, 2.1785], [2.7478, 1.9140, 2.2285], [0.6258, 4.3354, 3.0472], [1.4740, 3.2403, 4.2255], [0.3876, 2.5816, 3.0217], [3.0692, 3.9387, 2.3258], [1.9234, 3.4634, 1.1608], [3.5827, 1.8694, 1.7567], [4.3580, 2.7977, -1.0325], [5.4804, 2.6608, 0.0506], [5.1881, 1.6526, 0.9754], [4.2698, 1.8570, -1.5761], [4.5931, 3.6255, -1.7015], [3.4139, 3.1120, -0.5876], [5.4667, 3.6005, 0.6027], [6.4729, 2.6002, -0.3959], [5.9020, 1.6177, 1.6163], [0.4230, 0.6122, -0.2387], [-0.3307, -0.1155, 0.8898], [0.2083, -1.4111, 1.1357], [0.2084, 0.0610, -1.1543], [1.4969, 0.6180, -0.0519], [0.0853, 1.6446, -0.3289], [-1.4153, -0.1482, 0.7860], [-0.0474, 0.4338, 1.7877], [1.0094, -1.3860, 1.6641], [1.9394, 6.0447, -1.3016], [2.9518, 6.3963, -0.1650], [4.2111, 6.2469, -0.6476], [2.1196, 6.6554, -2.1863], [0.9559, 6.2526, -0.8800], [2.0241, 5.0392, -1.7137], [2.7770, 5.7238, 0.6749], [2.8317, 7.4173, 0.1973], [4.3333, 7.0474, -1.1632], [-5.0955, 4.5509, -2.1196], [-5.4921, 3.9966, -0.7910], [-5.5617, 5.0968, 0.1450], [-5.8921, 5.1629, -2.5424], [-4.9068, 3.8195, -2.9056], [-4.1473, 5.0884, -2.1104], [-4.7309, 3.3137, -0.4136], [-6.4380, 3.4550, -0.7842], [-5.8877, 4.6995, 0.9559], [-2.0922, 0.0305, -2.6049], [-3.0001, 1.1995, -2.2653], [-4.3071, 0.7586, -1.8675], [-1.8306, -0.5661, -1.7309], [-1.1675, 0.4281, -3.0231], [-2.5744, -0.6750, -3.2816], [-3.2314, 1.8926, -3.0741], [-2.6191, 1.7936, -1.4346], [-4.2261, 0.0385, -1.2378], [4.6538, -0.3462, 6.0476], [3.8904, 1.0261, 5.8096], [2.8179, 1.0621, 6.7295], [3.9517, -1.1648, 5.8899], [4.9798, -0.3665, 7.0875], [5.4693, -0.5269, 5.3473], [3.6361, 1.0935, 4.7519], [4.5653, 1.8347, 6.0903], [2.2060, 0.4070, 6.3861], [-5.7114, -2.6685, -4.6410], [-4.7009, -3.1292, -3.6218], [-3.3793, -3.1601, -4.1975], [-5.4799, -1.8026, -5.2613], [-6.6509, -2.5001, -4.1146], [-5.8849, -3.5023, -5.3213], [-4.9823, -4.1096, -3.2374], [-4.8465, -2.4442, -2.7866], [-2.7577, -3.2305, -3.4692], [-2.5289, -2.9542, 2.9254], [-2.4945, -3.7201, 1.5904], [-2.1708, -2.7626, 0.5775], [-1.6613, -2.3265, 3.1290], [-2.4037, -3.7063, 3.7043], [-3.3833, -2.3065, 3.1219], [-3.3323, -4.3720, 1.3430], [-1.6688, -4.4316, 1.5822], [-1.3651, -2.3076, 0.8331], [-5.7328, -0.8357, 2.1085], [-4.7102, -0.2022, 1.1430], [-4.4855, -1.1263, 0.0700], [-5.4479, -1.7447, 2.6382], [-6.6424, -1.0952, 1.5668], [-6.0523, -0.1316, 2.8768], [-3.7996, 0.1053, 1.6571], [-5.1748, 0.7359, 0.8393], [-3.6910, -1.6129, 0.3014], [0.2462, -4.6504, 7.8109], [0.6486, -4.7297, 6.3124], [1.6567, -3.7506, 5.9804], [-0.1216, -3.6688, 8.1099], [1.1191, -4.8432, 8.4346], [-0.4723, -5.3875, 8.1692], [-0.2889, -4.4720, 5.8198], [1.0199, -5.7248, 6.0671], [1.9718, -3.8157, 5.0759], [1.9299, -0.3698, -6.0641], [2.5222, -0.4065, -7.4868], [3.5577, -1.4240, -7.5524], [2.7025, -0.1968, -5.3150], [1.3977, -1.2928, -5.8339], [1.1665, 0.4039, -5.9829], [2.9307, 0.5834, -7.6902], [1.6957, -0.6431, -8.1568], [4.2380, -1.1330, -8.1640], [2.9880, -1.4334, -2.6657], [4.4801, -1.7465, -2.7558], [4.6055, -3.1239, -2.9622], [2.8280, -0.3575, -2.7358], [2.4691, -1.8350, -1.7953], [2.4290, -1.8808, -3.4875], [5.0118, -1.4041, -1.8680], [4.9116, -1.2727, -3.6375], [4.1065, -3.3918, -3.7374], [-0.0842, -4.3647, -3.5326], [-0.6390, -4.2342, -2.1249], [-1.6699, -3.2282, -2.1544], [-0.8821, -4.7347, -4.1765], [0.6808, -5.1399, -3.5771], [0.3161, -3.4335, -3.9334], [0.1473, -3.8896, -1.4534], [-1.0322, -5.2066, -1.8283], [-2.1120, -3.3139, -1.3065], [-2.9825, 3.7285, 2.3256], [-3.1204, 2.8031, 3.5283], [-4.3998, 2.2990, 3.6566], [-3.1888, 3.2413, 1.3726], [-1.9586, 4.0964, 2.2596], [-3.6543, 4.5859, 2.3671], [-2.8973, 3.4217, 4.3976], [-2.3843, 2.0003, 3.4858], [-4.4267, 1.8099, 4.4822], [1.8062, -4.5431, 1.1914], [1.2054, -4.1655, 2.5351], [2.1725, -3.4661, 3.2793], [2.1252, -3.6662, 0.6280], [1.0821, -5.0969, 0.5939], [2.7000, -5.1496, 1.3374], [0.8969, -5.0472, 3.0968], [0.2903, -3.5877, 2.4047], [2.5452, -2.6518, 2.9334]], "forces_ev_per_a": [[-0.665, 0.103, -0.258], [-0.369, -0.351, 0.538], [-0.647, 0.349, -0.697], [0.339, 0.243, -0.700], [0.423, -0.074, 0.294], [0.494, -0.018, 0.610], [-0.254, 0.274, -0.020], [0.458, -0.183, -0.103], [0.185, -0.671, 0.284], [-0.325, 0.155, 1.135], [0.036, 1.226, -0.816], [0.182, -0.269, -0.351], [-0.070, -0.653, -0.521], [-0.292, 0.179, -0.245], [0.626, -0.181, 0.478], [-0.235, 0.343, -0.084], [0.410, -0.253, -0.221], [-0.403, -0.469, 0.406], [-0.881, 0.392, -0.948], [1.290, -0.098, 0.742], [-0.759, -0.871, -0.221], [-0.229, 0.189, -0.041], [-0.124, 0.074, -0.189], [-0.257, -0.017, -0.010], [0.099, -0.441, 0.329], [0.696, 0.153, 0.201], [0.050, 0.606, -0.048], [0.852, 0.040, -0.365], [-0.401, -0.030, -0.401], [-0.258, -0.522, 0.564], [-0.046, 0.005, -0.047], [0.135, 0.034, 0.042], [0.095, -0.416, 0.320], [-0.279, 0.183, -0.049], [-0.279, 0.557, -0.001], [0.116, 0.090, -0.132], [0.529, -0.084, -0.800], [-0.012, -0.195, 0.207], [-0.557, -0.364, 0.402], [-0.059, 0.025, 0.342], [0.066, 0.247, -0.035], [-0.125, -0.004, -0.095], [0.047, 0.199, 0.539], [-0.563, -0.068, -0.155], [0.600, 0.033, -0.319], [1.027, -0.199, 0.830], [-1.047, 2.159, -0.939], [-0.058, -1.045, 0.114], [-0.243, 0.100, -0.122], [0.315, -0.196, -0.117], [-0.103, -0.426, 0.207], [0.178, 0.372, -0.059], [-0.010, -0.531, -0.123], [0.060, -0.100, 0.136], [-0.824, -0.836, -0.056], [2.242, 1.194, 0.913], [-1.264, -1.013, -1.003], [0.279, 0.288, -0.239], [-0.056, -0.058, 0.120], [-0.094, -0.015, -0.045], [0.088, -0.172, -0.194], [-0.735, 0.465, 0.309], [0.420, 0.496, 0.253], [0.216, 0.788, 0.854], [-2.521, -0.688, -0.572], [2.462, -0.007, -0.457], [-0.127, 0.459, 0.129], [-0.325, -0.213, -0.449], [0.039, -0.235, 0.670], [0.186, -0.059, 0.093], [-0.521, 0.110, 0.088], [0.656, -0.157, -0.295], [-0.029, -0.002, -1.232], [0.596, 0.170, 0.823], [-0.200, -0.316, -0.318], [0.118, 0.379, 0.204], [-0.253, -0.643, 0.322], [-0.172, 0.394, 0.489], [0.093, -0.299, -0.173], [-0.101, 0.031, -0.354], [-0.023, 0.205, 0.246], [-0.066, 0.335, -0.022], [-1.389, -0.494, 0.656], [0.115, 0.581, -0.673], [-0.061, 0.162, 0.220], [0.115, -0.266, -0.224], [0.039, 0.246, -0.202], [0.539, -0.140, -0.328], [0.556, 0.198, 0.078], [0.006, -0.492, 0.294], [-0.786, 0.988, -0.393], [1.504, -1.703, 1.163], [0.274, 0.760, -0.692], [-0.135, -0.031, 0.097], [0.175, -0.100, -0.138], [0.255, 0.232, 0.100], [-0.445, 0.273, -0.061], [-0.033, 0.152, -0.255], [-0.710, -0.439, 0.234], [-0.566, -1.054, -0.519], [0.092, 0.721, -0.355], [-1.404, 0.107, 0.056], [0.389, 0.092, 0.429], [-0.093, 0.144, -0.079], [-0.132, 0.070, -0.304], [0.055, -0.254, -0.146], [0.943, 0.241, 0.327], [0.615, -0.048, 0.492], [0.098, -1.133, 0.576], [1.574, 1.028, 0.619], [-1.656, -0.492, -1.031], [0.299, 0.030, -0.812], [-0.598, -0.040, 0.396], [-0.253, -0.384, -0.253], [-0.547, 0.852, -0.109], [0.268, -0.137, 0.450], [0.784, 0.023, 0.236], [-0.263, 0.288, 0.212], [-1.257, -0.769, 1.148], [-0.050, 1.020, 0.188], [0.479, -0.038, -0.212], [0.067, 0.039, -0.257], [0.154, 0.233, 0.037], [0.305, -0.290, 0.000], [0.146, -0.138, -0.793], [0.504, -0.512, -0.064], [1.312, 0.048, 0.179], [-0.388, 0.809, 0.828], [-0.668, 0.019, 1.516], [-0.024, 0.097, -0.330], [0.232, 0.124, -0.002], [-0.228, -0.123, -0.681], [0.054, -0.341, -0.780], [-0.246, -0.057, -0.106], [-0.087, -0.251, -0.695], [0.122, -0.207, -0.435], [0.009, -0.402, 1.209], [-0.662, 0.592, 0.160], [0.002, 0.005, -0.044], [0.230, -0.209, -0.016], [0.119, 0.227, -0.112], [0.054, -0.042, -0.315], [0.218, 0.043, -0.375], [-0.065, 0.011, -0.071], [-0.177, 0.551, -0.114], [-1.423, 0.038, -0.918], [0.920, -1.259, 0.845], [-0.204, 0.129, 0.192], [0.399, 0.113, 0.388], [0.267, 0.034, -0.377], [0.133, -0.434, 0.042], [0.044, 0.630, 0.085], [-0.043, 0.223, -0.073], [-0.267, -0.530, -0.026], [0.356, 0.704, -0.917], [0.428, -0.798, -0.011], [-0.064, 0.258, -0.207], [0.219, 0.109, 0.151], [-0.074, 0.028, 0.109], [0.012, -0.199, 0.292], [-0.078, 0.023, 0.298], [-0.227, 0.513, 0.531], [-0.129, -0.262, -0.295], [1.198, 1.255, -0.209], [-1.295, -0.584, -0.190], [-0.066, -0.289, 0.019], [0.040, 0.057, 0.135], [0.007, -0.007, 0.235], [0.295, -0.007, 0.310], [0.217, -0.120, -0.118], [-0.219, -0.080, 0.036], [-0.213, -0.292, 0.012], [0.332, 0.371, -0.970], [0.137, -0.826, 1.660], [-0.223, 0.108, 0.014], [0.052, -0.059, -0.142], [-0.076, -0.139, 0.043], [0.337, -0.085, 0.167], [-0.035, 0.295, -0.074], [-0.372, 0.458, -0.558]], "lumo_ev": 0.231, "homo_energy_ha": -0.34030, "homo_lumo_gap_ev": 9.49, "mol_weight_g_mol": 921.4}